The following is a DFT calculation (ωB97M-V/def2-TZVPD) of a molecular structure, C38H82F18N7O10PS4 in a non-equilibrium geometry.

CARTESIAN COORDINATES (ANGSTROEM)
P 12.836 14.886 0.901
F 14.106 14.672 -0.093
F 11.962 15.994 -0.080
F 12.053 13.573 0.242
F 11.635 14.801 2.059
F 13.837 14.058 1.926
F 13.512 16.297 1.511
C 9.026 12.890 1.284
N 7.670 12.148 1.336
C 7.535 11.399 0.012
C 7.779 11.220 2.571
C 6.530 13.165 1.537
C 5.151 12.555 1.912
O 4.602 11.994 0.770
H 9.838 12.166 1.233
H 9.011 13.575 2.132
H 8.934 13.412 0.331
H 6.807 10.593 0.100
H 8.543 11.046 -0.206
H 7.326 12.259 -0.624
H 8.615 10.521 2.578
H 6.917 10.567 2.434
H 7.566 11.761 3.493
H 6.406 13.820 0.674
H 6.895 13.694 2.417
H 4.556 13.410 2.230
H 5.038 11.819 2.708
H 4.037 11.263 1.030
C 12.861 17.609 -4.651
N 13.427 16.716 -3.501
C 14.837 16.198 -3.739
C 13.426 17.609 -2.228
C 12.437 15.440 -3.419
C 12.214 14.545 -4.676
O 13.320 13.784 -4.983
H 11.787 17.726 -4.503
H 13.142 17.119 -5.583
H 13.355 18.580 -4.640
H 15.036 15.705 -2.788
H 15.429 17.098 -3.907
H 14.999 15.438 -4.503
H 12.442 18.049 -2.065
H 14.096 18.451 -2.404
H 13.751 16.974 -1.404
H 11.497 15.832 -3.031
H 12.886 14.715 -2.740
H 11.966 15.105 -5.578
H 11.416 13.804 -4.631
H 13.135 13.209 -5.730
C 15.295 20.121 0.606
C 15.494 18.926 1.633
C 16.979 18.792 2.056
N 17.217 17.461 2.837
C 16.395 17.289 4.179
C 17.177 16.142 2.027
C 18.545 15.933 1.436
C 19.289 16.211 2.726
C 18.754 17.524 3.223
H 15.776 19.944 -0.356
H 15.831 21.011 0.935
H 14.281 20.438 0.362
H 15.155 17.935 1.333
H 14.923 19.156 2.533
H 17.392 19.475 2.798
H 17.741 18.730 1.279
H 16.260 18.228 4.716
H 16.994 16.727 4.896
H 15.440 16.791 4.013
H 16.718 15.391 2.669
H 16.501 16.295 1.186
H 18.608 14.982 0.907
H 18.686 16.769 0.751
H 19.276 15.345 3.388
H 20.328 16.468 2.519
H 18.868 17.458 4.305
H 19.219 18.391 2.754
C 13.159 10.490 3.205
C 12.751 10.160 1.699
C 13.772 10.706 0.641
N 13.548 10.158 -0.803
C 12.066 10.498 -1.287
C 13.879 8.622 -0.816
C 14.763 8.338 -2.010
C 14.686 9.646 -2.879
C 14.542 10.716 -1.811
H 13.408 11.526 3.435
H 14.038 9.912 3.489
H 12.466 10.179 3.988
H 11.819 10.695 1.516
H 12.491 9.116 1.523
H 14.779 10.316 0.786
H 13.764 11.793 0.551
H 12.034 10.007 -2.260
H 12.017 11.585 -1.348
H 11.375 9.977 -0.624
H 12.885 8.213 -0.995
H 14.398 8.266 0.074
H 14.495 7.455 -2.589
H 15.810 8.133 -1.788
H 13.886 9.611 -3.619
H 15.580 9.764 -3.492
H 13.994 11.589 -2.166
H 15.496 10.934 -1.332
C 5.055 17.837 4.005
C 6.595 17.627 4.355
C 7.260 17.406 2.993
N 8.755 17.444 3.032
C 9.328 16.375 4.016
C 9.260 17.232 1.603
C 10.121 18.425 1.222
C 10.563 19.121 2.466
C 9.310 18.879 3.361
H 4.863 18.594 3.245
H 4.409 18.095 4.844
H 4.683 16.871 3.664
H 6.655 16.681 4.894
H 7.136 18.366 4.945
H 6.973 18.116 2.218
H 6.960 16.397 2.712
H 8.955 16.582 5.019
H 10.406 16.345 3.853
H 8.956 15.368 3.826
H 9.927 16.371 1.638
H 8.449 16.899 0.955
H 10.926 18.065 0.582
H 9.670 19.172 0.569
H 11.434 18.694 2.964
H 10.643 20.202 2.356
H 9.536 18.930 4.426
H 8.500 19.603 3.266
C 5.752 12.036 6.686
F 5.736 11.355 5.510
F 4.504 12.357 7.080
F 6.340 11.391 7.684
S 6.595 13.723 6.373
O 5.588 14.540 5.577
O 6.871 14.228 7.716
N 7.936 13.338 5.338
S 9.165 13.207 6.229
O 9.768 14.395 6.842
O 8.881 12.137 7.184
C 10.321 12.348 5.036
F 11.633 12.214 5.448
F 9.756 11.175 4.805
F 10.204 12.971 3.876
C 8.758 17.010 -2.318
F 8.698 18.292 -2.093
F 9.189 16.802 -3.512
F 9.588 16.473 -1.373
S 7.092 16.095 -2.260
O 6.471 16.477 -1.006
O 6.378 16.702 -3.424
N 7.550 14.400 -2.264
S 7.337 13.947 -3.682
O 6.004 14.153 -4.230
O 8.418 14.422 -4.539
C 7.570 12.036 -3.522
F 6.641 11.685 -2.688
F 7.382 11.452 -4.709
F 8.745 11.738 -2.965

Results
Total charge ... +2
Calculated total energy ... -6363.8368 Eh
Orbital gap ... 8.0 eV
Relative energy (zero: lowest compared OMol25 entry of this formula, charge and spin) ... 443.9 kJ/mol
Maximum force ... 0.12429 Eh/bohr

The following is a DFT calculation (ωB97M-V/def2-TZVPD) of 6 unconnected molecules or ions with the total composition C38H86BCl2N4O in a non-equilibrium geometry.

CARTESIAN COORDINATES (ANGSTROEM)
C -1.743 -1.856 1.045
B -0.295 -2.485 0.478
O 0.451 -3.310 1.494
N 0.205 -2.188 -0.920
C 1.183 -3.152 -1.554
N 1.876 -4.232 -1.066
N 1.238 -2.704 -3.029
C 0.209 -1.617 -3.241
C -0.358 -1.276 -4.734
Cl -2.001 -1.830 -5.438
C 0.501 -0.429 -5.640
C 0.021 0.036 -7.167
Cl 2.204 0.211 -5.154
C -0.838 -2.040 -2.029
C -1.901 -3.257 -2.303
N -1.417 -4.289 -3.314
H -2.429 -1.448 0.189
H -2.290 -2.665 1.728
H -1.417 -0.908 1.692
H 0.838 -2.600 2.119
H 1.931 -5.139 -1.615
H 2.325 -4.268 -0.104
H 2.239 -2.470 -3.215
H 0.764 -0.651 -2.879
H 0.818 0.792 -7.619
H -1.000 0.635 -7.129
H -0.093 -0.860 -7.911
H -1.554 -1.122 -1.860
H -2.244 -3.850 -1.356
H -2.883 -2.747 -2.742
H -1.314 -5.245 -2.873
H -2.182 -4.428 -4.041
C -5.619 3.597 0.276
C -5.329 2.123 0.048
C -3.843 1.822 -0.166
C -3.210 2.478 -1.399
C -3.876 2.138 -2.736
C -3.809 0.658 -3.081
H -5.345 4.203 -0.593
H -6.687 3.746 0.460
H -5.070 3.973 1.146
H -5.920 1.758 -0.800
H -5.673 1.561 0.925
H -3.709 0.736 -0.222
H -3.285 2.148 0.721
H -2.155 2.183 -1.443
H -3.213 3.567 -1.274
H -3.369 2.702 -3.528
H -4.919 2.470 -2.742
H -2.771 0.313 -3.121
H -4.262 0.481 -4.062
H -4.350 0.048 -2.352
C -5.804 -7.389 -0.887
C -6.990 -6.619 -1.445
C -6.655 -5.817 -2.705
C -5.604 -4.716 -2.524
C -5.935 -3.662 -1.464
C -7.191 -2.865 -1.781
H -4.998 -6.719 -0.573
H -6.110 -7.971 -0.013
H -5.404 -8.084 -1.633
H -7.400 -5.962 -0.670
H -7.784 -7.335 -1.691
H -7.580 -5.377 -3.097
H -6.300 -6.508 -3.480
H -5.458 -4.216 -3.489
H -4.639 -5.172 -2.274
H -5.091 -2.965 -1.394
H -6.032 -4.126 -0.477
H -7.100 -2.359 -2.747
H -7.355 -2.101 -1.013
H -8.079 -3.503 -1.807
C 3.451 -1.504 0.001
C 4.731 -0.691 0.116
C 5.844 -1.414 0.878
C 5.531 -1.744 2.342
C 5.169 -0.544 3.221
C 6.296 0.469 3.348
H 3.014 -1.711 0.983
H 2.707 -0.954 -0.584
H 3.639 -2.459 -0.501
H 4.512 0.276 0.583
H 5.093 -0.468 -0.896
H 6.755 -0.807 0.828
H 6.079 -2.351 0.357
H 6.401 -2.252 2.775
H 4.710 -2.469 2.385
H 4.920 -0.912 4.224
H 4.269 -0.048 2.844
H 7.196 0.004 3.763
H 5.997 1.282 4.019
H 6.550 0.915 2.382
C 3.577 3.004 -0.559
C 4.879 3.341 0.151
C 4.718 4.407 1.238
C 4.246 5.781 0.747
C 5.130 6.435 -0.319
C 6.540 6.729 0.169
H 3.171 3.869 -1.090
H 3.745 2.212 -1.295
H 2.824 2.650 0.153
H 5.629 3.651 -0.583
H 5.266 2.427 0.618
H 5.674 4.518 1.765
H 4.003 4.045 1.987
H 4.177 6.451 1.612
H 3.227 5.695 0.352
H 4.663 7.380 -0.622
H 5.174 5.812 -1.218
H 6.522 7.385 1.045
H 7.112 7.232 -0.618
H 7.077 5.813 0.433
C 1.027 1.359 2.969
C 1.575 2.641 3.574
C 2.298 2.423 4.906
C 1.430 1.868 6.042
C 0.199 2.705 6.396
C 0.545 4.098 6.900
H 0.271 0.898 3.613
H 0.556 1.569 2.004
H 1.829 0.631 2.803
H 0.764 3.368 3.692
H 2.284 3.085 2.864
H 2.746 3.373 5.221
H 3.137 1.734 4.745
H 2.058 1.763 6.935
H 1.102 0.854 5.786
H -0.361 2.182 7.180
H -0.475 2.782 5.536
H 1.185 4.046 7.785
H -0.369 4.635 7.176
H 1.057 4.690 6.135

Results
Total charge ... +1
Calculated total energy ... -2738.6248 Eh
Orbital gap ... 7.8 eV
Maximum force ... 0.09524 Eh/bohr

The following is a DFT calculation (ωB97M-V/def2-TZVPD) of 8 unconnected molecules or ions with the total composition C38H90N2O18S in a non-equilibrium geometry.

CARTESIAN COORDINATES (ANGSTROEM)
C 5.732 -5.575 0.039
O 4.445 -5.154 0.486
C 4.393 -3.860 1.088
C 3.004 -3.585 1.743
O 2.015 -3.412 0.793
C 1.547 -4.583 0.193
C 0.095 -4.788 0.247
O -0.523 -3.739 -0.676
C -1.942 -3.833 -0.544
H 5.515 -6.610 -0.267
H 6.454 -5.534 0.854
H 6.043 -5.086 -0.877
H 4.527 -3.065 0.317
H 5.157 -3.862 1.858
H 2.980 -2.613 2.205
H 2.742 -4.349 2.436
H 2.098 -5.465 0.598
H 1.826 -4.454 -0.849
H -0.346 -4.672 1.239
H -0.106 -5.756 -0.201
H -2.216 -3.809 0.516
H -2.338 -4.771 -0.946
H -2.426 -3.000 -1.105
C -1.960 -1.847 -3.944
O -1.636 -1.956 -5.330
C -0.962 -0.897 -6.007
C 0.341 -1.415 -6.620
O 1.267 -1.747 -5.599
C 2.530 -2.105 -6.222
C 3.549 -2.160 -5.122
O 3.873 -0.899 -4.560
C 4.865 -1.021 -3.533
H -2.771 -1.105 -3.792
H -1.060 -1.531 -3.374
H -2.369 -2.817 -3.622
H -0.764 -0.013 -5.371
H -1.652 -0.701 -6.780
H 0.771 -0.636 -7.264
H 0.239 -2.258 -7.290
H 2.738 -1.309 -6.950
H 2.483 -3.054 -6.735
H 4.502 -2.615 -5.504
H 3.179 -2.757 -4.254
H 5.868 -1.086 -3.920
H 4.660 -1.854 -2.846
H 4.772 -0.033 -3.058
C -6.838 -2.106 4.070
O -6.971 -1.283 2.938
C -6.838 0.089 3.359
C -7.443 0.916 2.284
O -6.526 1.492 1.396
C -5.815 0.477 0.725
C -4.688 1.182 -0.080
O -3.889 0.133 -0.526
C -2.709 0.574 -1.062
H -7.561 -1.713 4.833
H -5.820 -2.232 4.497
H -7.082 -3.142 3.868
H -5.831 0.441 3.616
H -7.463 0.168 4.258
H -8.030 1.751 2.644
H -8.050 0.299 1.575
H -6.570 -0.139 0.215
H -5.272 -0.147 1.479
H -4.106 1.749 0.630
H -5.028 1.818 -0.872
H -2.102 1.115 -0.320
H -2.822 1.227 -1.919
H -2.114 -0.294 -1.333
C 1.667 10.563 2.303
O 0.314 10.028 2.376
C -0.532 10.484 1.356
C -1.795 9.632 1.405
O -1.555 8.354 0.843
C -2.400 7.324 1.340
C -2.294 6.092 0.527
O -1.172 5.374 0.812
C -1.116 4.123 0.229
H 1.681 11.637 2.402
H 2.149 10.314 1.346
H 2.144 10.045 3.137
H -0.124 10.238 0.360
H -0.785 11.523 1.529
H -2.532 10.079 0.800
H -2.285 9.615 2.377
H -3.430 7.640 1.215
H -2.190 7.114 2.375
H -2.371 6.442 -0.516
H -3.190 5.478 0.742
H -1.275 4.192 -0.829
H -1.949 3.534 0.623
H -0.184 3.697 0.562
C 3.680 0.047 5.700
O 2.393 0.441 5.319
C 1.538 -0.560 4.883
C 0.416 0.067 3.999
O -0.644 -0.869 4.024
C -1.640 -0.601 2.968
C -2.805 0.281 3.392
O -3.724 -0.501 4.189
C -3.604 -0.181 5.589
H 3.733 -0.708 6.483
H 4.096 1.017 6.036
H 4.207 -0.275 4.822
H 1.153 -1.173 5.684
H 2.135 -1.216 4.247
H 0.830 0.343 3.017
H 0.122 1.055 4.457
H -2.109 -1.555 2.673
H -1.179 -0.168 2.098
H -3.357 0.510 2.497
H -2.466 1.133 3.979
H -3.601 0.859 5.766
H -2.682 -0.608 6.034
H -4.415 -0.707 6.065
C 0.473 -6.721 -5.544
S 1.550 -6.074 -4.291
O 2.760 -5.565 -4.998
C 0.558 -4.665 -3.977
H 0.871 -7.677 -5.894
H 0.287 -5.868 -6.281
H -0.487 -6.965 -5.011
H -0.439 -4.945 -3.616
H 0.586 -4.002 -4.852
H 1.131 -4.151 -3.116
C 4.663 0.050 1.462
O 5.399 -0.574 2.196
N 4.981 1.108 0.644
C 3.997 1.862 -0.070
C 6.351 1.554 0.637
H 3.615 -0.157 1.359
H 3.016 1.475 0.116
H 4.147 1.918 -1.174
H 4.001 2.885 0.301
H 6.578 1.831 -0.403
H 6.487 2.434 1.255
H 6.938 0.696 0.937
C 0.526 -0.245 -0.090
O 0.208 0.766 0.583
N 0.983 -0.338 -1.384
C 1.013 0.891 -2.194
C 1.368 -1.542 -2.062
H 0.520 -1.237 0.317
H 0.356 0.666 -3.050
H 2.023 1.126 -2.566
H 0.613 1.747 -1.644
H 2.431 -1.479 -2.194
H 1.207 -2.319 -1.337
H 0.865 -1.631 -3.018

Results
Total charge ... 0
Calculated total energy ... -3363.4690 Eh
Orbital gap ... 9.6 eV
Maximum force ... 0.06775 Eh/bohr